# 1
2 unconnected molecules or ions with the total composition C2H5FOS. Source: the OMol25 dataset; level of theory: the ωB97M-V functional and the def2-TZVPD basis.

Geometry as XYZ:
```
10
Properties=species:S:1:pos:R:3:forces:R:3:lowdin_spin:R:1
C -1.33769 -0.26809 0.55008 -1.2 -0.2 1.2 0.106
C -0.10050 -0.18531 1.35483 -4.0 -1.1 2.0 0.733
O 1.33451 -0.02942 -0.70471 -0.4 -0.7 -2.7 0.460
F 1.94626 0.90840 -3.19832 -0.7 -0.9 2.8 0.002
S 1.38363 0.16875 0.74092 4.4 2.0 1.2 0.604
H -2.37966 -0.24567 1.16038 2.7 0.5 -1.4 0.005
H -1.16271 0.53154 -0.19962 -1.2 -0.7 -0.2 0.017
H -1.30885 -1.29741 0.13647 -0.3 0.6 -0.6 0.040
H 1.71543 0.60134 -2.26604 0.8 0.8 -2.7 -0.001
H -0.09043 -0.18413 2.42601 -0.1 -0.3 0.5 0.034
```
Positions in Å, forces in eV/Å.

expectation value of S² = 2.008
multiplicity = 3
Kohn-Sham gap (alpha / beta) = 8.14 / 8.24 eV
electronic energy = -17751.3370 eV
HOMO (alpha / beta) = -7.49 / -11.16 eV
energy above the lowest of the compared OMol25 structures with the same formula, charge and spin = 0.0 kJ/mol



# 2
2 unconnected molecules or ions with the total composition C2H5FSi. Source: the OMol25 dataset; level of theory: the ωB97M-V functional and the def2-TZVPD basis.

Geometry as XYZ:
```
9
Properties=species:S:1:pos:R:3:forces:R:3:mulliken_charge:R:1
C -0.65429 1.05662 0.99199 0.0 0.4 -1.5 -0.604
C -0.71750 -0.12251 0.38099 1.8 0.1 -1.5 -0.301
F 1.80737 0.41424 -0.67494 -0.6 0.4 -0.7 -0.243
Si 0.60744 -0.63931 -0.90107 2.6 -2.6 2.2 0.375
H -1.44781 1.27138 1.60545 -1.9 0.3 1.9 0.278
H -0.16715 2.00746 0.77864 1.1 -0.8 -0.3 0.265
H -1.54233 -0.75808 0.60473 -0.3 -0.6 0.3 0.373
H 1.85151 -2.17563 -0.52026 -2.4 2.1 -0.3 -0.081
H 0.26276 -1.05418 -2.26552 -0.3 0.6 -0.1 -0.062
```
Positions in Å, forces in eV/Å.

multiplicity = 1
Kohn-Sham gap = 10.02 eV
electronic energy = -12748.8296 eV
HOMO = -9.59 eV
energy above the lowest of the compared OMol25 structures with the same formula, charge and spin = 156.3 kJ/mol



# 3
A single C2H5FSi molecule. Source: the OMol25 dataset; level of theory: the ωB97M-V functional and the def2-TZVPD basis.

Geometry as XYZ:
```
9
Properties=species:S:1:pos:R:3:forces:R:3:mulliken_charge:R:1
C -1.51609 -0.12193 -0.31728 0.0 -1.6 -2.9 -0.100
C -0.48836 0.27167 0.38258 1.9 -0.6 -2.1 -0.444
F -2.81094 -0.06843 0.01064 -0.1 0.4 0.5 -0.217
Si 1.40683 0.00564 -0.03408 -1.7 0.1 2.0 0.396
H -1.42887 -0.62102 -1.34039 -0.1 0.7 1.5 0.225
H -0.61357 0.73429 1.28903 -0.5 1.0 2.2 0.393
H 1.66320 -1.35166 -0.55143 0.0 0.0 0.0 -0.089
H 1.73911 0.16741 1.48586 0.6 -0.2 -1.4 -0.083
H 2.04870 0.98404 -0.92494 0.0 0.1 0.1 -0.083
```
Positions in Å, forces in eV/Å.

multiplicity = 1
SMILES = F/C=C/[SiH3]
Kohn-Sham gap = 11.14 eV
electronic energy = -12748.3496 eV
HOMO = -10.09 eV
energy above the lowest of the compared OMol25 structures with the same formula, charge and spin = 202.6 kJ/mol



# 4
A single C2H5I2OP molecule. Source: the OMol25 dataset; level of theory: the ωB97M-V functional and the def2-TZVPD basis.

Geometry as XYZ:
```
11
Properties=species:S:1:pos:R:3:forces:R:3:mulliken_charge:R:1
C 1.34295 -0.43120 -0.11817 -0.4 -2.5 -2.2 -0.871
C 0.22322 0.62426 -0.45574 0.5 -4.5 1.1 -0.737
O -1.05924 0.08297 2.59860 -0.5 0.5 -6.4 -0.590
P -1.25558 0.20803 0.52262 0.2 -1.1 5.2 0.301
I -1.80113 -2.00896 -0.38731 -0.1 0.6 0.3 0.065
I -2.96103 1.71709 -0.24507 0.2 -0.2 0.2 0.055
H 1.70824 -1.17978 -0.94705 -1.4 1.7 0.5 0.306
H 2.30984 -0.01404 0.06696 0.2 0.6 1.2 0.338
H 0.93372 -1.21642 0.54706 0.8 0.9 0.6 0.223
H 0.03693 0.71052 -1.46716 -0.8 0.0 -2.1 0.426
H 0.52208 1.50752 -0.11473 1.2 4.0 1.5 0.485
```
Positions in Å, forces in eV/Å.

multiplicity = 1
SMILES = CCP(=O)(I)I
Kohn-Sham gap = 8.01 eV
electronic energy = -29689.7124 eV
HOMO = -9.45 eV
energy above the lowest of the compared OMol25 structures with the same formula, charge and spin = 388.8 kJ/mol



# 5
2 unconnected molecules or ions with the total composition C2H5IN2. Source: the OMol25 dataset; level of theory: the ωB97M-V functional and the def2-TZVPD basis.

Geometry as XYZ:
```
10
Properties=species:S:1:pos:R:3:forces:R:3:mulliken_charge:R:1
C -0.29436 1.36214 -0.06671 1.6 3.4 -2.1 -0.211
C 0.87336 -0.77527 -0.82791 -6.2 -1.5 -4.6 -1.101
N -1.50347 0.36222 1.66897 -1.0 -0.4 0.8 -0.742
N -0.79869 1.06368 0.93627 -1.7 -2.2 3.1 0.479
I 1.17192 -2.86420 -1.68109 -0.1 1.1 0.2 -0.104
H 1.67196 -0.71258 -0.26606 4.1 1.3 2.4 0.437
H -0.23523 2.36732 -0.50489 0.0 -0.7 0.0 0.314
H 0.50133 -0.07361 -1.67930 1.9 -1.4 1.4 0.342
H -0.05872 -0.90425 -0.26345 0.7 -0.4 0.1 0.337
H -1.32809 0.17454 2.68417 0.8 1.0 -1.4 0.249
```
Positions in Å, forces in eV/Å.

multiplicity = 1
Kohn-Sham gap = 9.19 eV
electronic energy = -13231.2836 eV
HOMO = -9.08 eV
energy above the lowest of the compared OMol25 structures with the same formula, charge and spin = 305.7 kJ/mol



# 6
2 unconnected molecules or ions with the total composition C2H5IN2. Source: the OMol25 dataset; level of theory: the ωB97M-V functional and the def2-TZVPD basis.

Geometry as XYZ:
```
10
Properties=species:S:1:pos:R:3:forces:R:3:mulliken_charge:R:1
C 1.08017 -0.16043 0.89176 0.4 0.0 0.3 -0.418
C -0.14161 0.60799 1.17909 0.2 -0.2 -0.5 -0.114
N -0.16548 -0.07393 0.10205 0.6 0.1 1.1 0.275
N -0.77207 -0.45367 -0.92866 -1.1 -0.2 -1.3 -0.705
I -3.82571 1.09575 -2.93329 -0.5 0.3 -0.3 -0.141
H 1.96264 0.31897 0.47508 0.0 0.0 -0.2 0.224
H 1.27986 -1.07813 1.43570 -0.1 -0.2 -0.1 0.220
H -0.61792 1.41342 1.67425 -0.4 0.4 0.2 0.345
H -0.23565 -1.14255 -1.45572 0.3 0.2 0.4 0.188
H -2.62909 0.36181 -2.20364 0.6 -0.3 0.4 0.126
```
Positions in Å, forces in eV/Å.

multiplicity = 1
Kohn-Sham gap = 9.30 eV
electronic energy = -13231.5718 eV
HOMO = -8.40 eV
energy above the lowest of the compared OMol25 structures with the same formula, charge and spin = 277.9 kJ/mol